[1]
This record from the Open Molecules 2025 dataset describes a molecular structure, C48H53Cl2N3OSiV in a non-equilibrium geometry. The level of theory is ωB97M-V with the def2-TZVPD basis set.

Net charge = +1
Largest force on an atom = 3.036 eV/Å
HOMO energy (spin up / spin down) = -10.474 / -10.465 eV
LUMO (spin up / spin down) = -3.737 / -3.695 eV
Electronic energy = -115758.702 eV

Geometry as XYZ:
```
109
C48H53Cl2N3OSiV | the Open Molecules 2025 dataset | ωB97M-V with the def2-TZVPD basis set
V -0.34 0.10 1.09
C -2.18 0.87 -4.31
C -1.72 -0.32 -3.44
C -1.27 -1.39 -4.42
C -2.82 -0.77 -2.45
C -4.06 -0.85 -2.97
C -5.18 -0.96 -2.18
C -5.06 -1.10 -0.85
C -3.74 -1.19 -0.28
C -3.66 -1.70 1.12
C -2.90 -3.02 1.11
C -3.18 -0.61 2.10
C -2.63 -0.96 -1.06
N -1.32 -0.72 -0.41
C -0.22 -1.38 -0.84
C 1.07 -0.79 -0.69
N 1.22 0.37 0.08
C 2.46 1.16 -0.19
C 2.46 2.00 -1.30
C 3.57 2.87 -1.49
C 4.66 2.75 -0.72
C 4.73 1.87 0.34
C 3.61 1.10 0.70
C 3.76 0.27 1.99
C 3.26 1.09 3.20
C 3.31 -1.12 1.99
C 1.35 2.08 -2.34
C 1.07 3.51 -2.82
C 1.72 1.22 -3.55
C 2.10 -1.59 -1.36
C 3.50 -1.50 -1.54
C 4.07 -2.59 -2.16
C 3.43 -3.77 -2.51
C 2.03 -3.88 -2.35
C 1.19 -4.98 -2.57
C -0.16 -4.96 -2.22
C -0.74 -3.81 -1.66
C 0.02 -2.72 -1.45
C 1.41 -2.76 -1.77
H -1.22 1.35 -4.54
H -2.66 1.64 -3.74
H -2.72 0.59 -5.20
H -0.82 -0.03 -2.91
H -2.07 -1.64 -5.11
H -1.04 -2.37 -4.01
H -0.43 -1.04 -4.95
H -4.13 -0.83 -4.08
H -6.10 -1.00 -2.70
H -5.96 -1.28 -0.20
H -4.70 -1.92 1.45
H -1.86 -2.91 0.91
H -3.29 -3.60 0.26
H -3.00 -3.56 1.98
H -2.21 -0.23 1.84
H -2.95 -1.11 3.05
H -3.90 0.17 2.32
H 3.48 3.62 -2.25
H 5.48 3.41 -0.95
H 5.62 1.85 0.93
H 4.83 0.14 2.20
H 2.11 1.14 3.13
H 3.71 2.12 3.29
H 3.45 0.54 4.14
H 2.27 -1.38 1.84
H 3.55 -1.65 2.92
H 3.75 -1.70 1.19
H 0.43 1.78 -1.90
H 1.65 3.84 -3.70
H 1.24 4.23 -2.03
H 0.05 3.56 -3.12
H 2.69 1.50 -3.93
H 0.97 1.30 -4.38
H 1.86 0.16 -3.31
H 4.10 -0.76 -1.09
H 5.17 -2.57 -2.30
H 3.84 -4.61 -3.04
H 1.63 -5.92 -2.95
H -0.74 -5.83 -2.40
H -1.79 -3.91 -1.42
Cl 0.28 -3.67 3.97
C 0.28 -2.08 4.46
C 0.50 -1.80 5.80
C 0.16 -0.54 6.30
Cl 0.19 -0.18 7.96
C 0.06 0.53 5.40
C -0.07 1.88 5.79
C 0.05 2.89 4.82
C 0.05 2.47 3.47
N -0.08 1.22 3.06
C -0.07 0.25 4.04
C -0.06 -1.05 3.58
O -0.30 -1.28 2.31
H 0.59 -2.59 6.58
H -0.06 2.12 6.89
H 0.05 3.90 5.23
H 0.04 3.22 2.74
C -2.72 2.23 -1.06
Si -1.76 2.34 0.51
C -0.51 3.73 0.37
C -2.87 2.96 1.84
H -2.98 3.30 -1.25
H -3.66 1.67 -1.07
H -2.13 1.91 -1.93
H -0.68 4.42 1.15
H -0.69 4.34 -0.44
H 0.55 3.53 0.27
H -2.83 4.04 1.81
H -2.55 2.62 2.79
H -3.91 2.69 1.59
```

=====

[2]
This record from the Open Molecules 2025 dataset describes a molecular structure, C48H54N6O4P2PdS3 in a non-equilibrium geometry. The level of theory is ωB97M-V with the def2-TZVPD basis set.

2S+1 = 5
Net charge = +2
Largest force on an atom = 1.873 eV/Å
HOMO energy (spin up / spin down) = -12.524 / -12.505 eV
Expectation value of S² = 6.030
LUMO (spin up / spin down) = -5.111 / -7.940 eV
ΔE to the lowest compared entry with this formula, charge and spin = 0.0 kcal per mole
Electronic energy = -122331.641 eV

Geometry as XYZ:
```
118
C48H54N6O4P2PdS3 | the Open Molecules 2025 dataset | ωB97M-V with the def2-TZVPD basis set
Pd -0.06 -0.15 -0.07
C 5.69 -2.00 -2.24
C 4.56 -2.85 -1.69
N 3.24 -2.35 -2.12
C 2.46 -1.54 -1.43
S 1.02 -0.97 -2.16
N 2.89 -1.21 -0.19
N 2.07 -0.51 0.53
C 2.41 -0.38 1.82
C 3.72 -0.81 2.36
C 1.46 0.33 2.70
C 1.86 0.84 3.92
C 0.91 1.34 4.80
C -0.42 1.27 4.43
C -0.74 0.77 3.17
N 0.17 0.34 2.32
H 6.65 -2.48 -2.03
H 5.69 -1.01 -1.79
H 5.61 -1.88 -3.32
H 4.57 -2.85 -0.60
H 4.64 -3.88 -2.03
H 2.95 -2.56 -3.06
H 4.26 -1.40 1.64
H 3.55 -1.39 3.26
H 4.32 0.07 2.62
H 2.91 0.84 4.19
H 1.20 1.73 5.76
H -1.21 1.58 5.10
H -1.78 0.70 2.87
C -6.76 5.60 -0.99
S -6.03 4.27 -1.97
C -4.36 4.94 -2.25
C -3.30 3.84 -2.27
C -3.30 3.05 -0.96
N -2.33 1.93 -0.86
P -2.19 0.72 -2.03
C -2.34 -0.89 -1.20
C -2.06 -1.96 -2.07
C -2.45 -3.24 -1.72
C -3.16 -3.44 -0.54
C -3.47 -2.38 0.30
C -3.05 -1.10 -0.01
C -3.71 0.78 -3.01
C -3.60 1.03 -4.38
C -4.74 1.01 -5.17
C -5.97 0.74 -4.60
C -6.07 0.49 -3.23
C -4.94 0.49 -2.44
P -0.70 2.16 -0.21
C 0.08 3.25 -1.43
C -0.04 4.64 -1.34
C 0.49 5.45 -2.33
C 1.13 4.87 -3.42
C 1.26 3.49 -3.51
C 0.74 2.68 -2.51
C -0.83 3.16 1.28
C -1.99 3.33 2.03
C -1.97 4.10 3.17
C -0.78 4.68 3.60
C 0.39 4.48 2.88
C 0.37 3.72 1.73
H -7.70 5.23 -0.59
H -6.96 6.48 -1.61
H -6.11 5.87 -0.16
H -4.15 5.68 -1.47
H -4.36 5.45 -3.21
H -2.33 4.30 -2.43
H -3.50 3.19 -3.12
H -4.29 2.65 -0.77
H -3.06 3.75 -0.17
H -1.57 -1.78 -3.02
H -2.23 -4.07 -2.38
H -3.49 -4.44 -0.28
H -4.05 -2.56 1.20
H -3.30 -0.27 0.64
H -2.64 1.25 -4.83
H -4.66 1.20 -6.23
H -6.86 0.71 -5.22
H -7.04 0.28 -2.79
H -5.03 0.28 -1.38
H -0.53 5.10 -0.49
H 0.41 6.52 -2.26
H 1.54 5.50 -4.20
H 1.78 3.05 -4.35
H 0.87 1.61 -2.57
H -2.91 2.83 1.74
H -2.88 4.25 3.74
H -0.77 5.28 4.50
H 1.32 4.92 3.22
H 1.29 3.58 1.16
C -8.13 -5.02 1.55
C -7.09 -4.14 2.18
C -7.12 -2.76 1.99
C -6.12 -1.94 2.49
C -5.08 -2.51 3.21
C -5.05 -3.88 3.46
C -6.06 -4.68 2.95
S -3.68 -1.53 3.64
O -3.48 -1.55 5.06
O -3.83 -0.28 2.93
N -2.42 -2.29 2.97
C -1.40 -3.03 3.72
C -0.55 -3.74 2.69
C 0.23 -2.68 1.94
O 1.34 -2.37 2.42
O -0.38 -2.15 0.97
H -8.47 -4.62 0.60
H -9.00 -5.11 2.20
H -7.74 -6.03 1.39
H -7.94 -2.32 1.44
H -6.13 -0.87 2.33
H -4.26 -4.31 4.06
H -6.04 -5.74 3.13
H -2.12 -1.89 2.08
H -1.89 -3.74 4.38
H -0.77 -2.38 4.34
H -1.19 -4.30 2.01
H 0.17 -4.40 3.18
```

=====

[3]
This record from the Open Molecules 2025 dataset describes 9 unconnected molecules or ions with the total composition C48H54NPSSi. The level of theory is ωB97M-V with the def2-TZVPD basis set.

Largest force on an atom = 0.771 eV/Å
HOMO energy = -8.619 eV
LUMO = 0.297 eV
SMILES = N[SiH2][PH2]=S.c1ccccc1.c1ccccc1.c1ccccc1.c1ccccc1.c1ccccc1.c1ccccc1.c1ccccc1.c1ccccc1
Electronic energy = -80143.941 eV

Geometry as XYZ:
```
106
C48H54NPSSi | the Open Molecules 2025 dataset | ωB97M-V with the def2-TZVPD basis set
N 3.51 0.98 -1.76
Si 2.24 2.12 -1.98
P 0.12 1.29 -1.81
S -0.97 2.38 -0.59
H 3.49 0.18 -2.38
H 3.54 0.63 -0.82
H 2.32 2.77 -3.30
H 2.33 3.11 -0.90
H 0.18 -0.08 -1.50
H -0.39 1.25 -3.12
C 3.48 -0.66 -7.02
C 4.25 -1.70 -6.52
C 4.06 -2.14 -5.22
C 3.10 -1.54 -4.42
C 2.33 -0.50 -4.92
C 2.52 -0.06 -6.23
H 3.63 -0.32 -8.04
H 5.00 -2.17 -7.15
H 4.66 -2.95 -4.83
H 2.94 -1.90 -3.41
H 1.57 -0.04 -4.30
H 1.92 0.75 -6.62
C 0.87 -3.24 2.30
C -0.47 -3.13 1.94
C -0.95 -1.93 1.44
C -0.10 -0.85 1.29
C 1.24 -0.96 1.64
C 1.72 -2.16 2.15
H 1.25 -4.17 2.71
H -1.13 -3.98 2.07
H -1.99 -1.84 1.16
H -0.48 0.09 0.91
H 1.90 -0.11 1.54
H 2.76 -2.24 2.45
C -4.40 -0.27 -2.67
C -3.91 0.02 -1.41
C -4.63 -0.38 -0.29
C -5.83 -1.06 -0.43
C -6.31 -1.34 -1.70
C -5.60 -0.95 -2.82
H -3.85 0.04 -3.55
H -2.97 0.55 -1.28
H -4.25 -0.15 0.70
H -6.38 -1.36 0.45
H -7.25 -1.87 -1.81
H -5.98 -1.17 -3.81
C -7.02 -1.65 3.48
C -7.30 -2.80 4.19
C -8.62 -3.15 4.44
C -9.65 -2.34 3.99
C -9.36 -1.19 3.27
C -8.04 -0.84 3.02
H -5.99 -1.38 3.28
H -6.50 -3.43 4.55
H -8.85 -4.05 5.00
H -10.68 -2.61 4.18
H -10.17 -0.55 2.92
H -7.82 0.06 2.47
C 4.64 3.72 -10.26
C 5.42 2.69 -9.75
C 5.23 2.25 -8.45
C 4.27 2.84 -7.65
C 3.49 3.87 -8.15
C 3.68 4.31 -9.46
H 4.79 4.06 -11.27
H 6.18 2.23 -10.38
H 5.84 1.44 -8.06
H 4.12 2.49 -6.64
H 2.74 4.34 -7.53
H 3.07 5.12 -9.85
C 0.33 -3.05 5.83
C 0.66 -3.38 7.13
C 0.88 -2.39 8.07
C 0.76 -1.05 7.71
C 0.42 -0.72 6.41
C 0.20 -1.71 5.47
H 0.16 -3.82 5.10
H 0.76 -4.42 7.42
H 1.15 -2.65 9.09
H 0.93 -0.28 8.44
H 0.32 0.32 6.12
H -0.05 -1.45 4.45
C -1.70 5.35 -3.00
C -3.06 5.47 -3.26
C -3.56 6.66 -3.78
C -2.70 7.72 -4.04
C -1.34 7.59 -3.78
C -0.85 6.41 -3.26
H -1.32 4.42 -2.58
H -3.73 4.65 -3.05
H -4.62 6.76 -3.98
H -3.09 8.64 -4.45
H -0.68 8.42 -3.99
H 0.21 6.31 -3.06
C 4.50 -3.77 9.52
C 4.43 -3.25 8.24
C 5.55 -2.66 7.67
C 6.74 -2.58 8.39
C 6.80 -3.11 9.68
C 5.68 -3.70 10.24
H 3.63 -4.24 9.96
H 3.51 -3.31 7.68
H 5.50 -2.25 6.67
H 7.61 -2.12 7.95
H 7.73 -3.05 10.24
H 5.74 -4.11 11.24
```

=====

[4]
This record from the Open Molecules 2025 dataset describes a molecular structure, C48H55AuF9N7P3Se. The level of theory is ωB97M-V with the def2-TZVPD basis set.

Net charge = +3
Largest force on an atom = 0.387 eV/Å
HOMO energy = -16.129 eV
LUMO = -10.264 eV
ΔE to the lowest compared entry with this formula, charge and spin = 4.2 kcal per mole
Electronic energy = -182439.039 eV

Geometry as XYZ:
```
124
C48H55AuF9N7P3Se | the Open Molecules 2025 dataset | ωB97M-V with the def2-TZVPD basis set
Au 0.13 -1.12 0.50
C -1.79 0.95 2.39
P -0.11 0.95 1.71
C 0.02 2.15 0.32
N -0.92 3.06 0.34
C -0.93 3.98 -0.65
C -1.89 5.02 -0.65
C -1.92 5.90 -1.69
C -1.01 5.78 -2.77
C -0.07 4.80 -2.79
C 0.01 3.88 -1.71
N 0.98 2.95 -1.69
C 1.04 2.11 -0.68
P 2.51 0.97 -0.56
C 2.58 0.21 -2.22
C 4.04 2.09 -0.70
C 4.23 2.61 -2.13
C 4.00 3.29 0.24
C 5.21 1.18 -0.32
C 0.87 1.62 3.19
C 0.09 2.91 3.54
C 0.85 0.67 4.38
C 2.27 2.04 2.78
H -2.26 1.91 2.18
H -1.71 0.81 3.46
H -2.40 0.16 1.99
H -2.57 5.10 0.19
H -2.65 6.70 -1.70
H -1.07 6.49 -3.59
H 0.65 4.70 -3.60
H 2.29 0.93 -2.99
H 1.96 -0.68 -2.29
H 3.60 -0.11 -2.40
H 3.36 3.15 -2.50
H 4.47 1.82 -2.84
H 5.08 3.29 -2.13
H 3.09 3.88 0.14
H 4.84 3.94 0.00
H 4.13 2.99 1.28
H 5.27 0.28 -0.95
H 5.15 0.86 0.72
H 6.15 1.72 -0.45
H -0.86 2.72 4.03
H -0.06 3.57 2.69
H 0.72 3.44 4.25
H -0.15 0.50 4.77
H 1.43 1.13 5.18
H 1.32 -0.28 4.14
H 2.22 2.80 2.01
H 2.89 1.22 2.45
H 2.75 2.50 3.65
C 4.46 -2.78 2.42
C 3.62 -1.81 3.25
C 4.51 -0.71 3.82
C 2.93 -2.56 4.38
N 2.60 -1.09 2.43
N 1.61 -1.94 1.86
H 5.24 -3.21 3.04
H 4.96 -2.25 1.60
H 3.88 -3.61 2.02
H 5.32 -1.14 4.40
H 3.94 -0.04 4.47
H 4.96 -0.12 3.02
H 3.68 -2.95 5.07
H 2.37 -3.43 4.03
H 2.26 -1.92 4.96
H 3.06 -0.65 1.63
H 1.09 -2.36 2.63
H 2.06 -2.70 1.33
Se 4.63 -2.97 -0.96
N 3.95 -3.99 -2.20
C 2.64 -3.89 -2.12
C 1.72 -4.60 -2.94
C 0.40 -4.39 -2.70
C -0.01 -3.49 -1.69
N 0.78 -2.79 -0.90
C 2.14 -3.00 -1.09
N 3.06 -2.41 -0.36
H 2.08 -5.27 -3.70
H -0.37 -4.90 -3.27
H -1.07 -3.37 -1.54
F -7.58 2.58 0.95
C -6.43 3.15 0.58
F -6.00 3.93 1.58
F -6.67 3.92 -0.48
C -5.37 2.11 0.27
C -5.40 0.88 0.92
C -4.39 -0.04 0.69
C -3.35 0.28 -0.19
C -3.35 1.50 -0.86
C -4.36 2.41 -0.63
P -2.06 -0.92 -0.57
C -2.76 -2.50 -0.01
C -2.51 -2.92 1.30
C -3.10 -4.07 1.79
C -3.94 -4.81 0.96
C -4.20 -4.40 -0.34
C -3.62 -3.24 -0.82
C -4.60 -6.06 1.51
F -4.82 -6.95 0.53
F -3.84 -6.64 2.44
F -5.78 -5.75 2.06
C -1.94 -0.78 -2.36
C -3.10 -0.81 -3.14
C -3.02 -0.62 -4.51
C -1.78 -0.37 -5.09
C -0.63 -0.29 -4.32
C -0.72 -0.50 -2.96
C -1.66 -0.13 -6.58
F -2.83 -0.26 -7.21
F -1.20 1.11 -6.81
F -0.79 -0.99 -7.12
H -6.21 0.64 1.60
H -4.43 -1.00 1.19
H -2.58 1.73 -1.59
H -4.38 3.35 -1.16
H -1.88 -2.33 1.95
H -2.91 -4.40 2.80
H -4.86 -4.99 -0.97
H -3.82 -2.94 -1.84
H -4.07 -0.95 -2.68
H -3.91 -0.66 -5.12
H 0.32 -0.06 -4.79
H 0.16 -0.41 -2.35
```